# C2H2O3S

A single C2H2O3S molecule (ωB97M-V with the def2-TZVPD basis set, the Open Molecules 2025 dataset).

Last column: natural (NBO) charge in e.
Atoms and positions in Å:
C 0.143 0.547 0.409  0.111
S 1.511 -0.229 -0.368  1.792
C -1.537 -0.047 0.071  -0.193
O -0.777 1.222 -0.057  -0.419
H -1.677 -0.543 -0.866  0.224
H -1.956 -0.039 1.017  0.213
O 2.615 0.691 -0.296  -0.871
O 1.679 -1.602 0.090  -0.858

Forces on atoms 1 to 6 (eV/Å):
C -3.27 -3.53 1.14
S 1.63 -1.59 -0.32
C 5.21 1.39 0.32
O -2.18 3.33 -1.73
H -0.24 -0.14 -0.03
H -1.38 -0.55 1.12

## Properties
gap between HOMO and LUMO (alpha / beta): 8.050 / 8.053 eV
energy above the lowest of the compared OMol25 structures with the same formula, charge and spin: 6.477 eV
highest occupied orbital energy (alpha / beta): -9.71 / -9.71 eV
molar mass: 106.1 u
SMILES: O=S(=O)=C1CO1
calculated total energy: -701.10238 hartree



# C2H2O6S

C2H2O6S as an isolated structure (ωB97M-V with the def2-TZVPD basis set, the Open Molecules 2025 dataset).

Last column: natural (NBO) charge in e.
Atoms and positions in Å:
O -1.200 -0.249 0.999  -0.809
S 1.263 0.458 1.178  1.383
H -0.457 -0.514 1.753  0.475
C -0.472 -0.737 -1.508  0.828
O -0.447 1.623 -0.231  -0.810
O -0.792 0.096 -2.302  -0.795
O 0.902 -0.687 2.088  -1.066
H -0.791 1.581 -1.090  0.478
O -0.218 -1.878 -1.449  -0.717
C -0.290 0.233 0.127  0.098
O 2.502 0.074 0.438  -1.065

Forces on atoms 1 to 6 (eV/Å):
O 0.15 -0.20 1.57
S 0.96 -0.02 -1.07
H -1.42 -0.49 -0.55
C 1.42 3.79 4.88
O 0.05 -0.08 2.14
O -1.47 2.02 -3.47

## Properties
gap between HOMO and LUMO: 5.475 eV
energy above the lowest of the compared OMol25 structures with the same formula, charge and spin: 0.153 eV
highest occupied orbital energy: 0.93 eV
molar mass: 154.1 u
net charge: -2
calculated total energy: -926.99903 hartree



# C2H2OS

A 2-piece molecular cluster, C2H2OS overall (ωB97M-V with the def2-TZVPD basis set, the Open Molecules 2025 dataset).

Last column: natural (NBO) charge in e.
Atoms and positions in Å:
S 3.926 -0.031 -0.417  0.696
H 0.150 0.323 1.359  0.207
C 0.464 0.209 0.440  -0.196
H 1.215 0.119 -1.746  0.250
O 3.899 -0.291 1.028  -0.688
C 0.846 0.003 -0.696  -0.270

Forces on the atoms, in the same order (eV/Å):
S 0.25 0.08 -0.46
H -1.40 0.45 4.17
C 1.94 -1.07 -5.92
H -0.72 -0.56 1.70
O 0.00 -0.09 0.52
C -0.07 1.18 0.00

## Properties
gap between HOMO and LUMO (alpha / beta): 7.599 / 7.775 eV
energy above the lowest of the compared OMol25 structures with the same formula, charge and spin: 3.194 eV
highest occupied orbital energy (alpha / beta): -9.02 / -9.17 eV
molar mass: 74.1 u
SMILES: C#C.O=S
calculated total energy: -550.67087 hartree



# C2H2OS

A single C2H2OS molecule (ωB97M-V with the def2-TZVPD basis set, the Open Molecules 2025 dataset).

Last column: natural (NBO) charge in e.
Atoms and positions in Å:
C -0.507 -0.366 -0.647  -0.355
C -0.474 0.155 0.526  -0.391
O 2.046 0.847 -0.155  -0.940
S 1.208 -0.312 0.141  1.174
H -1.148 0.425 1.623  0.259
H -1.125 -0.749 -1.488  0.253

Forces on the atoms, in the same order (eV/Å):
C 0.20 -0.53 -0.92
C -2.01 0.28 4.62
O 0.17 0.06 -0.27
S -1.25 0.19 -0.30
H 2.14 -0.58 -3.88
H 0.76 0.58 0.75

## Properties
gap between HOMO and LUMO: 9.990 eV
energy above the lowest of the compared OMol25 structures with the same formula, charge and spin: 2.454 eV
highest occupied orbital energy: -9.57 eV
molar mass: 74.1 u
calculated total energy: -550.69807 hartree



# C2H2OS2

A single C2H2OS2 molecule (ωB97M-V with the def2-TZVPD basis set, the Open Molecules 2025 dataset).

Last column: natural (NBO) charge in e.
Atoms and positions in Å:
H 0.473 -1.334 1.128  0.234
S -2.043 -0.847 -0.310  -0.019
O -0.595 1.491 -0.105  -0.645
C -0.636 0.128 -0.038  0.214
C 0.596 -0.649 0.268  -0.416
S 2.030 -0.505 -0.350  0.137
H 0.175 1.716 -0.593  0.495

Forces on atoms 1 to 6 (eV/Å):
H -0.37 0.13 -0.64
S 2.89 2.40 0.74
O -1.60 -2.26 0.35
C -2.86 -1.34 -0.62
C -1.27 -0.04 1.83
S 1.45 0.48 -1.13

## Properties
gap between HOMO and LUMO: 7.687 eV
energy above the lowest of the compared OMol25 structures with the same formula, charge and spin: 1.236 eV
highest occupied orbital energy: -9.30 eV
molar mass: 106.2 u
SMILES: OC(=S)C=S
calculated total energy: -948.95959 hartree



# C2H2P2

A single C2H2P2 molecule (ωB97M-V with the def2-TZVPD basis set, the Open Molecules 2025 dataset).

Last column: natural (NBO) charge in e.
Atoms and positions in Å:
P -1.604 -1.324 -2.103  0.067
C 0.811 0.426 0.652  -0.476
H 1.066 1.249 -0.137  0.223
P -1.661 -0.374 -0.329  0.258
H 1.569 0.435 1.457  0.229
C -0.181 -0.412 0.459  -0.301

Forces on the atoms, in the same order (eV/Å):
P 0.24 -0.11 0.14
C 1.36 1.05 -0.83
H -0.76 -1.41 1.32
P -1.84 -0.26 -0.55
H -0.62 -0.44 -0.30
C 1.62 1.17 0.22

## Properties
gap between HOMO and LUMO (alpha / beta): 6.456 / 6.924 eV
energy above the lowest of the compared OMol25 structures with the same formula, charge and spin: 2.083 eV
highest occupied orbital energy (alpha / beta): -8.44 / -8.49 eV
molar mass: 88.0 u
SMILES: C=C=P#P
calculated total energy: -759.94480 hartree